No. 1
The following is a DFT calculation (ωB97M-V with the def2-TZVPD basis set) of a structure of composition C78H170N7O12Zr.

Orbital gap (spin up / spin down) = 5.0 / 6.0 eV
HOMO (spin up / spin down) = -0.189 / -0.230 Ha
<S²> = 0.753
Multiplicity = 2
Energy = -4406.663129 a.u.

Structure (XYZ):
```
268
Properties=species:S:1:pos:R:3:mulliken_spin:R:1
Zr -1.311 0.935 -3.515 1.0668
C 0.121 -3.251 -2.331 -0.0076
C 0.803 -3.073 -3.626 -0.0027
C 0.872 -4.562 -4.182 0.0002
C 1.279 -4.707 -5.590 0.0007
C 0.251 -3.933 -6.470 -0.0010
C 0.167 -2.394 -6.118 0.0179
N -0.008 -2.258 -4.644 -0.0381
O -0.298 -0.935 -4.193 -0.1376
C -1.142 -1.897 -6.812 -0.0364
C 1.498 -1.827 -6.735 -0.0110
C 2.271 -2.541 -3.473 0.0066
H 0.060 -2.442 -1.603 0.0018
H 0.638 -3.999 -1.731 0.0001
H -0.910 -3.576 -2.469 0.0000
H -0.077 -5.055 -3.976 0.0003
H 1.636 -5.123 -3.643 -0.0003
H 1.412 -5.745 -5.895 0.0000
H 2.289 -4.300 -5.635 0.0001
H -0.736 -4.369 -6.317 0.0003
H 0.573 -4.054 -7.504 -0.0002
H -1.544 -0.937 -6.488 0.0281
H -1.995 -2.546 -6.616 0.0032
H -1.027 -1.885 -7.896 -0.0015
H 2.443 -2.209 -6.348 -0.0001
H 1.615 -0.743 -6.719 0.0059
H 1.449 -2.114 -7.786 -0.0007
H 2.955 -3.096 -4.115 -0.0002
H 2.705 -2.654 -2.480 -0.0001
H 2.382 -1.468 -3.635 -0.0051
C -2.631 -1.135 0.558 -0.0073
C -1.394 -0.236 1.064 0.0015
C -0.631 -1.135 2.085 0.0014
C 0.623 -0.454 2.642 0.0032
C 1.614 -0.261 1.454 -0.0021
C 0.989 0.427 0.175 0.0001
N -0.427 -0.012 -0.130 0.0419
O -1.038 0.535 -1.315 -0.0268
C 1.923 0.070 -0.987 -0.0133
C 1.014 1.931 0.526 -0.0014
C -1.916 1.039 1.760 -0.0023
H -3.231 -0.690 -0.236 0.0069
H -3.392 -1.274 1.327 -0.0005
H -2.187 -2.051 0.170 0.0000
H -0.326 -2.124 1.743 0.0001
H -1.296 -1.420 2.900 0.0001
H 1.123 -1.151 3.314 0.0005
H 0.400 0.523 3.071 -0.0010
H 1.916 -1.272 1.180 -0.0010
H 2.431 0.360 1.822 0.0014
H 1.818 -0.968 -1.302 0.0000
H 2.987 0.154 -0.765 0.0001
H 1.642 0.668 -1.853 0.0215
H 0.371 2.433 -0.197 -0.0015
H 2.025 2.262 0.289 0.0001
H 0.837 2.155 1.578 0.0003
H -1.135 1.789 1.883 0.0004
H -2.210 0.763 2.772 0.0021
H -2.736 1.599 1.309 -0.0008
C 2.591 1.208 -5.006 0.0520
C 2.766 2.629 -4.381 -0.0351
C 3.547 3.534 -5.358 0.0022
C 3.602 4.935 -4.976 0.0005
C 2.242 5.586 -4.830 0.0004
C 1.388 4.816 -3.762 0.0033
N 1.453 3.298 -4.044 -0.0268
O 0.379 2.436 -3.503 -0.0247
C -0.035 5.326 -3.977 -0.0053
C 1.881 5.147 -2.347 -0.0016
C 3.621 2.412 -3.062 0.0036
H 3.557 0.731 -5.169 0.0013
H 1.978 1.421 -5.881 -0.0112
H 2.072 0.500 -4.358 0.0020
H 3.034 3.502 -6.319 -0.0001
H 4.577 3.183 -5.424 -0.0003
H 4.087 5.511 -5.763 0.0001
H 4.231 5.105 -4.102 -0.0002
H 1.767 5.656 -5.809 0.0003
H 2.340 6.639 -4.567 0.0000
H -0.320 6.286 -3.546 0.0001
H -0.851 4.673 -3.669 0.0098
H -0.138 5.409 -5.059 0.0006
H 2.959 5.112 -2.194 -0.0005
H 1.374 4.521 -1.613 0.0001
H 1.557 6.163 -2.119 0.0004
H 4.603 2.879 -2.977 -0.0007
H 3.773 1.338 -2.959 0.0006
H 3.072 2.764 -2.188 -0.0010
C 10.263 -1.457 -1.540 0.0000
C 9.003 -1.747 -2.442 0.0000
C 8.894 -3.284 -2.591 0.0001
C 7.612 -3.725 -3.320 0.0000
C 6.411 -3.188 -2.521 0.0001
C 6.393 -1.660 -2.120 0.0001
N 7.829 -1.256 -1.738 0.0000
O 7.909 0.152 -1.517 0.0000
C 5.930 -0.891 -3.349 0.0003
C 5.477 -1.395 -0.910 0.0003
C 9.355 -1.122 -3.821 0.0000
H 10.024 -1.700 -0.505 0.0000
H 10.476 -0.390 -1.474 0.0000
H 11.157 -1.925 -1.953 0.0000
H 9.805 -3.668 -3.051 0.0000
H 8.866 -3.770 -1.615 0.0000
H 7.605 -4.815 -3.346 0.0000
H 7.491 -3.327 -4.328 0.0000
H 6.447 -3.729 -1.575 0.0000
H 5.509 -3.492 -3.051 0.0000
H 6.020 0.170 -3.118 0.0000
H 6.461 -1.019 -4.292 0.0000
H 4.856 -0.990 -3.503 -0.0002
H 4.421 -1.640 -1.022 0.0000
H 5.813 -1.871 0.012 0.0002
H 5.378 -0.347 -0.629 0.0000
H 10.370 -1.299 -4.177 0.0000
H 9.379 -0.036 -3.741 0.0000
H 8.651 -1.454 -4.584 0.0000
H 7.674 0.260 -0.593 0.0000
C 5.539 2.545 0.455 -0.0001
C 5.804 4.022 0.898 0.0002
C 4.611 4.308 1.901 -0.0005
C 4.925 5.531 2.957 0.0000
C 6.283 5.364 3.523 -0.0001
C 7.460 5.131 2.529 0.0001
N 7.151 4.134 1.539 0.0001
O 8.188 3.834 0.675 0.0000
C 7.751 6.450 1.758 0.0000
C 8.711 4.711 3.362 0.0000
C 5.639 4.933 -0.318 -0.0007
H 5.586 1.807 1.256 0.0000
H 6.307 2.202 -0.239 0.0000
H 4.565 2.369 -0.002 0.0000
H 3.645 4.327 1.397 0.0003
H 4.495 3.407 2.504 0.0001
H 4.126 5.562 3.698 0.0000
H 4.918 6.514 2.487 0.0000
H 6.113 4.473 4.127 0.0000
H 6.500 6.239 4.135 0.0000
H 8.412 6.345 0.897 0.0000
H 6.836 6.950 1.440 0.0000
H 8.345 7.114 2.385 0.0000
H 9.561 4.666 2.680 0.0000
H 8.972 5.454 4.116 0.0000
H 8.550 3.784 3.912 0.0000
H 5.013 5.782 -0.043 0.0000
H 4.965 4.532 -1.075 0.0005
H 6.540 5.269 -0.831 -0.0001
H 8.091 4.584 0.083 0.0000
C -7.025 -1.748 5.811 0.0000
C -5.630 -1.077 5.472 -0.0002
C -5.937 0.342 4.925 -0.0001
C -4.742 1.314 4.962 0.0000
C -4.076 1.308 6.319 0.0001
C -3.655 -0.062 6.921 0.0001
N -4.880 -0.937 6.788 0.0000
O -4.703 -2.155 7.535 0.0000
C -2.424 -0.625 6.192 -0.0001
C -3.290 0.179 8.424 0.0000
C -4.909 -1.890 4.303 0.0011
H -6.849 -2.761 6.175 0.0000
H -7.627 -1.753 4.903 0.0000
H -7.571 -1.201 6.580 0.0000
H -6.230 0.331 3.875 0.0001
H -6.715 0.660 5.620 0.0000
H -5.104 2.274 4.593 0.0000
H -4.053 0.953 4.198 0.0002
H -4.740 1.819 7.017 0.0000
H -3.240 1.979 6.127 -0.0002
H -2.556 -0.605 5.111 0.0004
H -1.578 0.063 6.207 -0.0001
H -2.014 -1.593 6.478 -0.0001
H -2.841 -0.713 8.863 0.0000
H -2.443 0.861 8.349 0.0000
H -4.051 0.590 9.087 0.0000
H -5.724 -2.200 3.649 -0.0001
H -4.461 -2.808 4.684 0.0002
H -4.214 -1.276 3.730 -0.0006
H -5.348 -2.083 8.242 0.0000
C -4.915 -8.908 2.942 0.0000
C -5.653 -7.855 2.118 0.0000
C -6.818 -7.228 3.012 0.0000
C -7.466 -5.994 2.369 0.0000
C -6.332 -5.011 2.137 0.0001
C -5.302 -5.488 1.119 0.0001
N -4.761 -6.798 1.604 0.0000
O -3.738 -7.306 0.866 0.0000
C -5.859 -5.458 -0.320 -0.0001
C -4.231 -4.402 1.239 -0.0003
C -6.322 -8.556 0.909 0.0000
H -4.642 -8.477 3.905 0.0000
H -3.959 -9.140 2.472 0.0000
H -5.609 -9.729 3.124 0.0000
H -7.599 -7.970 3.180 0.0000
H -6.419 -6.891 3.968 0.0000
H -8.237 -5.641 3.054 0.0000
H -8.047 -6.250 1.483 0.0000
H -5.900 -4.836 3.123 0.0000
H -6.675 -4.011 1.870 0.0000
H -5.726 -4.489 -0.803 0.0001
H -5.322 -6.237 -0.860 0.0000
H -6.910 -5.739 -0.378 0.0000
H -3.731 -4.494 2.203 0.0000
H -3.528 -4.607 0.431 0.0001
H -4.651 -3.400 1.153 0.0001
H -5.657 -8.917 0.125 0.0000
H -6.848 -7.841 0.277 0.0000
H -6.924 -9.398 1.252 0.0000
H -4.216 -7.766 0.173 0.0000
C 2.880 2.309 4.872 -0.0001
C 1.899 2.959 5.862 0.0000
C 0.476 2.320 5.843 0.0001
O 2.319 2.811 7.206 0.0000
H 3.098 1.260 5.071 -0.0001
H 3.829 2.843 4.919 0.0001
H 2.548 2.505 3.853 0.0001
H 1.821 4.031 5.685 0.0000
H 0.097 2.409 4.825 -0.0001
H -0.201 2.800 6.549 0.0000
H 0.524 1.311 6.251 0.0000
H 2.671 3.663 7.474 0.0000
C -3.426 -2.515 -2.727 -0.0048
C -3.413 -1.454 -3.847 -0.0014
C -4.832 -1.549 -4.491 -0.0076
O -3.237 -0.148 -3.313 0.1069
H -4.339 -2.683 -2.156 0.0011
H -2.588 -2.349 -2.051 0.0017
H -3.168 -3.515 -3.076 -0.0006
H -2.736 -1.634 -4.682 0.0084
H -5.705 -1.166 -3.962 0.0023
H -5.142 -2.553 -4.779 0.0001
H -4.939 -1.056 -5.457 0.0019
H -4.014 0.071 -2.794 -0.0063
C -2.347 4.045 -1.334 0.0141
C -3.215 2.855 -1.792 0.0181
C -4.716 3.239 -1.891 -0.0023
O -2.786 2.557 -3.110 -0.0139
H -2.682 4.297 -0.328 0.0002
H -2.618 4.921 -1.924 0.0009
H -1.271 3.882 -1.277 -0.0049
H -3.213 1.989 -1.131 0.0138
H -5.390 2.480 -2.288 -0.0020
H -4.819 4.073 -2.585 0.0013
H -5.064 3.413 -0.873 -0.0007
H -3.015 3.329 -3.632 -0.0091
C -3.125 4.235 3.147 0.0003
C -4.551 4.864 3.093 0.0000
C -5.601 4.175 2.209 -0.0001
O -5.065 4.775 4.464 0.0000
H -3.172 3.252 3.614 -0.0001
H -2.456 4.799 3.797 0.0000
H -2.673 4.150 2.159 -0.0002
H -4.449 5.886 2.726 0.0000
H -5.101 3.962 1.265 -0.0001
H -6.372 4.930 2.056 0.0000
H -6.016 3.307 2.722 0.0000
H -4.524 5.378 4.979 0.0000
C -6.313 -0.290 0.625 -0.0003
C -5.963 -0.891 -0.744 0.0001
C -7.018 -1.835 -1.374 -0.0001
O -5.538 0.163 -1.621 -0.0011
H -5.479 0.363 0.882 0.0002
H -6.411 -1.026 1.424 0.0001
H -7.204 0.327 0.510 0.0000
H -5.081 -1.512 -0.585 0.0006
H -6.818 -2.238 -2.367 0.0000
H -7.900 -1.222 -1.558 0.0000
H -7.249 -2.611 -0.645 0.0000
H -6.303 0.738 -1.696 0.0000
```

No. 2
The following is a DFT calculation (ωB97M-V with the def2-TZVPD basis set) of a structure of composition C34H45N5OP2S3TeZn.

Orbital gap = 7.3 eV
Energy above the lowest of the compared OMol25 structures with the same formula, charge and spin = 0.0 kJ/mol
HOMO = -0.259 Ha
Multiplicity = 1
Energy = -5596.293624 a.u.

Structure (XYZ):
```
92
Properties=species:S:1:pos:R:3:mulliken_charge:R:1
Zn -0.381 0.700 0.342 1.9929
C -3.688 -1.451 0.874 -1.6867
P -2.035 -1.645 0.111 1.4959
C -1.455 -3.129 1.037 -1.2642
C -2.409 -2.327 -1.555 -0.3101
C -3.719 -2.492 -2.007 -0.5409
C -3.983 -2.893 -3.308 -0.6716
C -2.934 -3.138 -4.182 -0.8997
C -1.628 -2.993 -3.740 -0.3415
C -1.346 -2.592 -2.436 -0.0585
P 0.387 -2.470 -1.821 0.7412
C 0.785 -4.272 -1.764 -1.5119
C 1.300 -2.015 -3.350 -1.4092
H -4.203 -2.405 1.000 0.5143
H -4.305 -0.771 0.288 0.3823
H -3.524 -1.003 1.856 0.3384
H -1.920 -4.037 0.651 0.3999
H -1.722 -3.001 2.086 0.5199
H -0.371 -3.217 0.979 0.2793
H -4.549 -2.296 -1.342 0.3525
H -5.007 -3.012 -3.639 0.4110
H -3.131 -3.444 -5.202 0.4081
H -0.817 -3.197 -4.427 0.3291
H 0.538 -4.769 -2.705 0.4159
H 0.237 -4.755 -0.956 0.3555
H 1.853 -4.392 -1.570 0.4371
H 1.341 -2.832 -4.073 0.5490
H 2.322 -1.733 -3.092 0.4698
H 0.828 -1.147 -3.803 0.2711
C -4.264 4.076 3.565 -0.8410
C -3.663 4.608 2.263 -0.4470
C -3.418 3.503 1.284 0.1696
N -2.494 2.623 1.410 -0.2897
N -2.508 1.664 0.425 0.0775
C -3.453 1.855 -0.454 0.0379
N -3.699 1.028 -1.511 -0.1645
S -4.428 3.236 -0.109 -0.2746
H -4.408 4.887 4.279 0.3349
H -3.603 3.334 4.009 0.0853
H -5.233 3.608 3.380 0.3519
H -2.709 5.102 2.458 0.2267
H -4.326 5.350 1.814 0.3794
H -2.885 0.522 -1.844 -0.0798
H -4.244 1.419 -2.261 0.2840
C 2.794 0.685 5.778 -1.0409
C 3.847 -0.010 4.931 -0.5352
N 4.922 0.889 4.523 0.2158
C 5.770 1.450 5.572 -0.8242
C 5.499 2.925 5.834 -1.0742
C 5.257 1.183 3.244 0.1299
O 6.212 1.896 2.967 -0.6646
C 4.441 0.593 2.122 0.1824
C 4.875 -0.548 1.463 -0.2304
C 4.167 -0.996 0.362 -1.0011
C 3.056 -0.273 -0.048 -0.4339
N 2.619 0.810 0.584 0.3630
C 3.301 1.228 1.650 -0.2224
H 2.034 -0.032 6.092 0.4132
H 2.296 1.472 5.211 0.1968
H 3.230 1.127 6.676 0.3908
H 3.383 -0.430 4.042 0.4044
H 4.289 -0.841 5.491 0.2692
H 6.812 1.313 5.278 0.4199
H 5.593 0.861 6.473 0.4153
H 5.671 3.501 4.926 0.3143
H 6.171 3.299 6.609 0.3690
H 4.472 3.084 6.163 0.2596
H 5.761 -1.070 1.804 0.5155
H 4.475 -1.879 -0.182 0.4780
H 2.486 -0.571 -0.922 0.2659
H 2.919 2.110 2.156 0.3820
Te 0.003 -0.067 2.771 -0.3631
C -0.433 1.669 3.867 0.2019
C 0.077 2.929 3.746 -0.0844
C -0.381 3.818 4.759 -0.7842
C -1.226 3.217 5.641 -0.6086
S -1.481 1.575 5.222 -0.2369
H 0.751 3.217 2.950 0.3560
H -0.083 4.856 4.832 0.3816
H -1.712 3.649 6.501 0.4356
S -0.389 1.234 -1.875 -0.7695
C 1.101 1.760 -2.674 0.7335
C 2.172 2.348 -2.006 -0.4617
C 3.295 2.764 -2.707 -0.4133
C 3.362 2.622 -4.086 -0.5587
C 2.285 2.062 -4.761 -0.6438
C 1.167 1.634 -4.063 -0.7782
H 2.123 2.468 -0.933 0.2339
H 4.121 3.210 -2.167 0.3949
H 4.238 2.952 -4.630 0.3885
H 2.316 1.954 -5.838 0.3662
H 0.329 1.196 -4.594 0.4326
```

What is the energy in the second record? -5596.293624 a.u.